# C36H45B2F4N9OTeY

A structure of composition C36H45B2F4N9OTeY at a distorted geometry (ωB97M-V with the def2-TZVPD basis set, OMol25).

Charge: +1
Calculated total energy, eV: -74087.8068
HOMO-LUMO gap, eV: 8.8
ΔE to the lowest compared entry with this formula, charge and spin, kJ/mol: 9.19
Lowest unoccupied orbital energy, eV: -2.60

The geometry in XYZ format:
```
99
Properties=species:S:1:pos:R:3:forces:R:3:nbo_charge:R:1
C 3.988 -3.819 2.046 0.0 0.0 0.1 -0.245
C -5.484 0.622 3.101 0.0 0.0 0.0 -0.039
H -1.938 -1.702 -2.600 0.0 0.0 0.0 0.244
C 0.747 -1.752 -3.262 0.2 -0.1 0.0 -0.622
H 3.063 0.894 1.542 0.1 0.1 0.1 0.214
H -1.187 -2.442 -1.165 0.0 0.0 0.0 0.216
H -0.612 4.028 -1.714 0.0 0.1 0.0 0.217
H 5.486 -4.919 3.910 0.0 0.0 0.0 0.224
H 6.101 -1.637 -3.312 0.0 0.0 0.0 0.210
H -4.293 5.458 -1.193 0.0 0.0 0.0 0.243
C -0.692 1.336 2.979 -0.1 0.1 0.0 0.197
H 4.091 -4.897 1.988 0.0 0.0 0.0 0.218
C 3.086 -1.774 1.168 -0.1 -0.1 0.1 -0.308
C -4.571 3.600 -0.036 0.2 0.0 -0.1 0.049
H -9.344 1.843 2.873 0.0 0.0 0.0 0.226
Te 1.768 -1.012 -0.352 0.2 -0.5 -0.1 1.488
F -1.071 0.559 -4.374 0.1 0.0 -0.1 -0.520
H 2.379 -2.198 -5.307 0.0 0.0 0.0 0.220
C -8.788 1.703 1.948 0.1 0.0 -0.1 -0.641
O 3.298 1.232 -0.740 -0.5 0.5 0.0 -0.659
C 4.640 -3.131 3.057 0.0 0.0 0.0 0.051
N -5.218 1.382 2.000 0.0 0.0 0.3 -0.401
H 0.988 0.129 2.453 0.1 0.0 0.1 0.213
C 2.634 -4.048 -0.002 0.1 0.2 0.1 -0.658
C 5.488 -3.842 4.071 0.0 0.0 0.0 -0.639
C 5.267 -1.010 -0.925 0.0 0.0 0.0 -0.649
N -2.486 2.897 -0.251 -0.3 0.6 0.2 -0.516
C 5.017 -1.645 -3.297 0.0 0.0 0.0 -0.172
H -9.241 0.873 1.403 -0.1 0.0 0.0 0.228
H -4.988 -2.679 -0.871 0.0 0.0 0.0 0.242
F -1.681 2.754 -3.983 0.0 0.0 -0.1 -0.512
N -3.841 0.063 0.449 0.0 0.0 0.2 -0.326
H 6.519 -3.488 4.017 0.0 0.0 0.0 0.233
C -6.836 0.621 3.300 0.0 0.0 0.0 -0.335
C 1.946 3.195 -0.711 -0.2 -0.1 0.0 -0.694
C 4.325 -1.960 -4.454 0.0 0.0 0.0 0.031
N -2.723 1.473 2.237 -0.1 0.0 0.3 -0.327
H 3.379 -4.185 -0.789 0.0 0.0 0.0 0.241
C 3.707 0.446 2.287 0.1 -0.1 0.0 -0.635
H -3.654 2.295 3.942 0.0 0.0 0.0 0.245
H 1.087 0.895 4.045 0.0 0.0 0.0 0.237
C 2.981 -1.342 -2.087 -0.1 0.1 -0.1 -0.287
C 4.383 -1.325 -2.100 -0.1 0.1 0.2 0.011
H 5.362 -1.875 -0.267 0.0 0.0 0.0 0.222
H 4.714 0.842 2.142 0.0 0.0 0.0 0.241
Y -1.073 1.144 -0.457 -0.8 0.1 -0.9 2.118
C -3.090 -1.530 -0.821 -0.1 0.0 0.0 0.210
C 3.736 -1.053 2.174 -0.1 0.2 -0.2 -0.010
H -1.148 2.119 5.005 0.0 0.0 0.0 0.242
N -2.744 -0.388 -0.213 -0.3 -0.5 0.0 -0.494
H -1.758 5.037 -2.586 0.1 0.0 0.0 0.258
H 2.377 -5.032 0.386 0.0 0.0 0.0 0.241
H 6.112 -2.175 -5.635 0.0 0.0 0.0 0.223
H 4.829 -3.337 -6.007 0.0 0.0 0.0 0.232
H 0.366 -1.722 -4.279 0.0 0.0 0.0 0.255
H 0.424 -2.694 -2.810 -0.1 0.1 0.0 0.219
C 0.767 1.034 3.015 -0.3 0.1 0.0 -0.624
C -2.745 1.930 3.496 0.1 0.1 0.0 0.027
H 1.759 3.423 -1.762 0.0 0.0 0.0 0.266
C -2.130 -2.271 -1.688 -0.1 0.1 0.0 -0.644
H -2.550 -3.232 -1.975 0.0 0.0 0.0 0.244
C 2.249 -1.663 -3.244 -0.1 0.0 0.2 -0.015
N 1.122 0.923 -0.228 1.6 -0.8 0.1 -1.155
H 6.264 -0.754 -1.279 0.0 0.0 0.0 0.229
H -8.875 2.598 1.336 0.0 0.0 0.0 0.233
B -1.340 1.547 -3.490 0.0 -0.1 0.4 1.373
B -3.910 1.405 1.243 0.1 -0.1 -0.2 0.935
C -1.448 4.715 -1.594 -0.1 -0.1 0.0 -0.644
H -7.386 0.142 4.091 0.0 0.0 0.0 0.236
H 1.344 1.855 2.588 0.0 0.0 0.0 0.229
F -2.309 1.073 -2.503 0.2 0.0 -0.1 -0.567
C 3.205 -3.177 1.095 -0.1 0.1 -0.2 0.067
C -4.854 -0.793 0.265 -0.1 -0.1 -0.1 0.042
C 5.036 -2.302 -5.731 0.0 0.0 0.0 -0.636
C -3.898 4.546 -0.780 0.0 0.0 0.0 -0.336
H 0.284 -0.919 -2.736 -0.1 0.0 0.0 0.198
H -1.110 5.591 -1.040 0.0 0.0 0.0 0.237
H -5.827 -0.626 0.698 0.0 0.1 0.0 0.246
H 1.740 -3.639 -0.466 -0.1 -0.1 -0.1 0.203
C -7.357 1.402 2.241 0.1 -0.1 0.0 0.157
H 5.014 -1.191 3.873 0.0 0.0 0.0 0.219
C 2.174 1.713 -0.575 0.9 0.0 0.0 0.672
N -3.719 2.611 0.277 -0.4 0.2 0.1 -0.336
F -0.165 1.716 -2.564 -0.1 0.0 0.0 -0.595
N -1.453 1.128 1.892 0.1 0.0 0.3 -0.468
H -5.591 3.545 0.298 -0.1 0.0 0.0 0.270
H -4.701 0.124 3.649 0.0 0.0 0.0 0.225
H 3.376 0.749 3.280 0.1 0.0 0.0 0.227
C 4.501 -1.751 3.098 0.0 -0.1 0.0 -0.215
H 4.883 -0.170 -0.359 0.0 0.0 0.1 0.247
H 4.681 -1.671 -6.546 0.0 0.0 0.0 0.232
H 2.847 3.721 -0.406 0.0 0.0 0.0 0.261
H 1.097 3.527 -0.112 0.0 0.1 0.0 0.215
C 2.936 -1.962 -4.408 0.1 0.0 0.0 -0.218
C -4.419 -1.829 -0.536 0.1 0.0 0.0 -0.331
C -1.471 1.849 4.014 0.1 0.0 0.0 -0.335
N -6.382 1.831 1.463 0.0 0.3 -0.2 -0.305
H 5.130 -3.644 5.082 0.0 0.0 0.0 0.232
C -2.596 4.069 -0.894 -0.1 0.0 0.0 0.230
```
Forces are in eV/Å.

***

# C36H47As3HfN2O3PSe2Te2

A structure of composition C36H47As3HfN2O3PSe2Te2 (ωB97M-V with the def2-TZVPD basis set, OMol25).

Charge: +1
Calculated total energy, eV: -385606.3145
HOMO-LUMO gap, eV: 5.9
ΔE to the lowest compared entry with this formula, charge and spin, kJ/mol: 15.57
Lowest unoccupied orbital energy, eV: -3.52

The geometry in XYZ format:
```
97
Properties=species:S:1:pos:R:3:forces:R:3:lowdin_charge:R:1
H -0.246 -1.336 -4.586 0.0 0.0 0.0 0.106
H -0.785 2.783 -5.587 0.0 0.0 0.0 0.112
C -4.975 4.551 3.677 0.0 0.0 0.0 -0.343
C 5.520 -0.868 -3.154 0.0 -0.1 -0.1 -0.044
H 1.740 -6.986 0.244 0.0 0.0 0.0 0.122
C -1.562 -4.081 -2.902 0.0 0.0 0.0 -0.049
H 0.922 1.730 -1.818 0.0 0.0 0.0 0.075
Se 3.355 -0.874 2.055 0.0 0.1 0.0 -0.039
H -1.877 0.659 4.302 0.0 0.0 0.0 0.008
C 0.400 0.070 -3.090 0.0 0.0 0.1 -0.351
H 1.231 -5.951 -3.273 0.0 0.0 0.0 0.114
H 0.927 3.406 2.107 0.0 0.0 0.0 0.062
C -0.773 -5.190 -3.173 0.0 0.0 0.0 -0.055
H 0.025 5.193 1.023 0.0 0.0 0.0 0.087
Te -0.034 -2.384 3.504 0.0 0.1 0.0 0.410
C -0.149 -0.292 -4.317 0.0 0.0 0.0 -0.071
H 4.997 -2.244 -4.715 0.0 0.0 0.0 0.118
N 2.269 0.785 0.044 0.0 0.0 0.2 -0.248
C 0.305 -3.951 0.437 0.0 0.1 0.0 -0.262
H -4.973 3.600 4.209 0.0 0.0 0.0 0.027
H 1.642 2.342 4.978 0.0 0.0 0.0 0.046
H 3.756 -5.501 0.255 0.0 0.0 0.0 0.118
H -1.008 0.387 -6.155 0.0 0.0 0.0 0.112
H 2.277 -3.844 -2.627 0.0 0.0 0.0 0.095
As -1.324 0.910 0.272 -0.1 0.1 0.0 1.098
C -1.312 2.867 0.450 0.0 0.0 0.1 -0.316
C -1.197 3.572 1.814 0.0 0.0 0.0 -0.673
H -3.055 -0.728 0.938 0.0 0.0 0.0 0.039
C -0.970 -2.877 -2.562 0.0 0.0 -0.1 -0.114
H 5.689 0.590 -1.602 0.0 0.0 0.0 0.124
H -0.473 3.176 -0.182 0.0 0.0 0.0 0.073
H -0.477 0.297 5.312 0.0 0.0 0.0 0.000
H 3.433 -3.048 0.435 0.0 0.0 0.0 0.044
H -0.944 5.645 2.431 0.0 0.0 0.0 0.094
H 6.560 -0.795 -3.441 0.0 0.0 0.0 0.117
H -1.013 1.985 5.119 0.0 0.0 0.0 0.039
H -2.738 2.395 2.845 0.0 0.0 0.0 0.047
H -2.313 3.908 3.616 0.0 0.0 0.0 0.074
C -0.944 5.060 1.508 0.0 0.0 0.0 -0.090
C -0.452 2.027 -4.889 0.0 0.0 0.0 -0.064
C 0.520 1.425 -2.776 0.1 0.0 -0.1 -0.141
H -1.714 5.468 0.855 0.0 0.0 0.0 0.050
C 1.638 -5.910 0.294 0.1 0.0 0.0 -0.016
C 5.033 -0.104 -2.113 0.0 0.1 0.1 -0.015
H -4.775 2.467 0.381 0.0 0.0 0.0 -0.005
H -6.175 3.267 1.086 0.0 0.0 0.0 0.023
C 0.386 -5.320 0.345 -0.2 -0.1 0.0 0.023
O 2.228 1.949 0.850 0.1 0.1 0.0 -0.149
H 2.724 1.973 3.615 0.0 0.0 0.0 0.013
H -2.407 -0.003 2.401 0.0 0.0 0.0 -0.006
C -2.488 3.438 2.644 0.0 0.0 -0.1 -0.360
C -1.025 -3.246 0.480 0.1 0.1 0.1 -0.638
C 3.700 -0.201 -1.708 -0.1 0.0 0.0 -0.203
As -4.091 4.389 1.936 0.0 0.0 0.0 1.140
C 0.103 2.397 -3.672 0.0 0.0 0.0 -0.077
C -0.578 0.683 -5.207 0.0 0.0 0.0 -0.055
C 0.419 -2.757 -2.486 0.0 0.0 0.0 -0.370
C -0.905 1.021 4.622 -0.1 -0.1 0.0 -0.310
H -1.599 -2.024 -2.343 0.0 0.0 0.0 0.094
Hf 0.808 -0.878 1.094 0.0 -0.3 -0.3 0.848
H -2.363 -0.212 -1.740 0.0 0.0 0.0 0.019
C 0.608 -5.087 -3.083 0.0 0.0 0.0 -0.065
H -1.849 1.437 -2.170 -0.1 -0.1 0.1 0.017
Se 1.767 -2.084 5.245 0.0 0.0 0.0 -0.256
H -5.269 2.097 2.057 0.0 0.0 0.0 0.024
H -1.232 -6.132 -3.440 0.0 0.0 0.0 0.113
P 1.054 -1.158 -1.893 0.1 0.0 0.1 1.097
C 1.906 1.598 4.226 0.0 0.0 -0.1 -0.298
N 1.382 -3.153 0.487 0.1 0.1 0.1 -0.050
C 3.316 -1.772 -3.478 0.0 0.0 0.0 -0.073
H -6.004 4.873 3.525 0.0 0.0 0.0 0.022
O -2.073 -3.826 0.404 0.0 0.0 0.0 0.124
H 2.644 -2.378 -4.069 0.0 0.0 0.0 0.105
H -0.534 -5.889 0.325 0.0 0.0 0.0 0.137
C 1.202 -3.883 -2.731 0.0 -0.1 0.1 -0.108
H 2.932 1.815 1.511 -0.1 -0.1 0.0 0.048
As 0.333 1.239 3.138 0.1 0.1 0.1 1.009
C -5.179 2.881 1.305 0.0 0.0 0.0 -0.350
C 2.756 -5.093 0.302 -0.1 0.0 0.0 -0.027
H -3.321 1.176 -1.202 0.0 0.0 0.0 0.035
C -2.754 0.213 1.395 0.0 0.0 0.0 -0.262
Te 3.725 -2.649 3.796 0.0 0.0 0.0 0.344
H 3.984 1.624 -0.587 0.0 0.0 0.0 0.153
H -3.591 0.903 1.416 0.0 0.0 0.0 -0.003
H 0.017 3.659 3.585 0.0 0.0 0.0 0.086
C 4.649 -1.685 -3.857 0.0 0.0 0.0 -0.035
H 2.222 0.674 4.705 0.0 0.0 0.0 -0.036
H 0.203 3.443 -3.415 0.0 0.0 0.0 0.113
H -4.465 5.304 4.277 0.0 0.0 0.0 0.019
C -2.311 0.820 -1.402 0.0 0.0 -0.1 -0.245
C 2.586 -3.721 0.401 0.0 0.0 0.0 -0.194
C 2.828 -1.081 -2.373 0.0 0.0 0.0 -0.264
C 3.307 0.778 -0.696 0.1 0.0 -0.2 -0.135
C 0.018 3.117 2.636 0.0 0.0 -0.1 -0.334
O -0.888 -1.931 0.592 0.0 -0.2 -0.1 -0.406
H -2.220 3.214 -0.051 0.0 0.0 0.0 0.071
H -2.640 -4.156 -2.939 0.0 0.0 0.0 0.119
```
Forces are in eV/Å.

***

# C36H47ClN5O3PbSi4

A structure of composition C36H47ClN5O3PbSi4 at a distorted geometry (ωB97M-V with the def2-TZVPD basis set, OMol25).

Charge: +1
Calculated total energy, eV: -100968.3006
HOMO-LUMO gap, eV: 7.0
Lowest unoccupied orbital energy, eV: -3.39

The geometry in XYZ format:
```
97
Properties=species:S:1:pos:R:3:forces:R:3:nbo_charge:R:1
N 0.814 -0.089 3.709 0.1 -1.3 0.3 -0.524
C 2.381 -1.200 -6.517 -0.2 0.4 0.5 -1.095
H 0.186 -2.627 -1.574 0.0 0.1 0.1 0.244
C 3.511 -1.169 -3.669 -0.5 0.4 -0.2 -1.082
H 4.404 1.386 -5.465 0.2 -0.2 0.0 0.248
H 6.837 1.128 -3.411 0.2 -0.1 0.0 0.233
C -1.711 -2.181 2.541 -0.8 -0.1 -0.3 0.461
H 3.962 5.982 -1.814 0.0 0.1 0.0 0.228
C -6.015 -1.443 0.663 0.2 0.1 0.0 -0.134
H -0.184 -2.191 -5.836 0.3 0.0 -0.1 0.239
Si 0.423 0.345 -3.796 0.1 0.1 -0.1 0.414
H 0.969 4.075 -4.857 0.2 0.0 -0.1 0.243
H 4.574 -0.983 -3.788 0.2 0.1 -0.1 0.244
H -2.604 3.600 -2.895 0.1 0.2 -0.1 0.247
O 1.033 -0.324 -0.631 0.3 0.2 0.0 -0.721
C 4.183 2.693 -2.012 0.2 0.2 -0.1 0.352
C -5.057 -2.129 1.365 0.1 0.2 -0.1 -0.217
C -1.351 -4.331 3.957 0.0 0.2 0.0 -0.185
H 2.457 1.578 0.447 0.0 -0.1 -0.2 0.218
H -2.943 1.886 -2.969 -0.1 -0.2 0.0 0.228
H -1.923 3.271 -6.188 -0.1 0.2 0.0 0.246
H 3.316 -1.129 -7.065 0.2 0.1 0.0 0.249
C 5.562 4.248 -3.219 0.0 -0.2 0.0 -0.215
C -0.216 -2.989 -2.517 0.0 0.6 -0.3 -1.087
H -0.220 3.385 1.122 -0.1 0.1 -0.2 0.200
H 2.331 4.014 4.495 0.1 0.1 0.0 0.235
H 3.181 2.242 -4.559 0.0 0.2 0.2 0.237
C 0.839 1.200 3.315 0.1 1.0 0.0 0.380
C 2.772 1.337 -0.577 0.0 0.0 0.0 -0.155
H 1.069 -4.550 6.322 0.1 0.0 0.1 0.227
H 2.220 -2.253 -6.308 -0.1 -0.2 0.1 0.237
C 0.019 -2.330 4.042 -0.5 -0.8 -0.1 -0.109
N -0.963 -1.032 2.398 -0.1 0.5 -0.4 -0.831
H 3.244 -0.919 -2.646 0.1 0.0 0.2 0.211
C -4.312 0.084 0.001 -0.3 0.1 -0.1 0.047
C 1.740 3.372 3.861 -0.1 -0.1 -0.2 -0.134
C 1.617 2.037 4.142 -0.1 0.1 -0.2 -0.216
H 2.960 5.390 -3.135 -0.1 0.1 0.0 0.228
C -0.551 -4.858 4.964 -0.1 0.0 -0.1 -0.182
C -1.538 2.306 -5.877 0.2 0.0 0.6 -1.092
H -0.289 4.853 -3.916 -0.2 0.0 0.0 0.244
O 3.060 2.543 -1.224 0.0 0.0 0.0 -0.520
C 3.450 5.106 -2.204 0.0 0.0 0.0 -0.640
H -5.275 -3.018 1.931 0.0 -0.1 0.0 0.243
H -3.441 -1.980 -3.234 0.0 -0.3 -0.1 0.250
C 0.787 -2.838 5.074 -0.1 0.1 -0.2 -0.151
H 2.947 1.929 -6.266 -0.2 0.0 -0.2 0.241
C 3.332 1.507 -5.343 -0.4 -0.5 0.3 -1.092
N -3.367 -0.572 0.682 -0.1 -0.6 0.5 -0.607
C -2.735 -1.249 -2.852 0.7 0.2 -0.2 -1.080
H -2.758 -1.303 -1.767 0.0 0.0 0.1 0.222
C 1.083 3.878 2.740 -0.1 0.0 0.0 -0.260
H 1.593 -0.866 -7.185 -0.2 0.1 -0.1 0.239
C 5.058 1.674 -2.360 -0.2 0.0 0.2 -0.298
Si -0.754 2.385 -4.138 -0.7 0.8 -0.5 1.213
H -1.719 -2.959 -5.517 -0.2 -0.2 0.1 0.249
H 0.601 -3.465 -3.050 0.2 -0.1 -0.1 0.242
C -1.051 -3.060 3.509 0.8 0.0 0.5 -0.018
H 2.095 1.584 4.993 0.1 -0.1 0.1 0.244
H -6.347 0.283 -0.596 -0.1 0.1 -0.1 0.236
H 2.692 4.790 -1.495 -0.1 0.1 0.0 0.226
C -1.154 -2.044 -5.374 0.2 0.2 0.6 -1.089
C -3.723 -1.676 1.367 -0.8 0.3 -0.5 0.375
H 5.753 5.259 -3.549 0.1 0.1 -0.1 0.231
C 4.421 3.996 -2.473 -0.1 -0.2 0.1 -0.055
C 6.181 1.935 -3.131 0.0 0.2 0.0 -0.227
C 0.487 -4.120 5.522 0.1 0.1 0.0 -0.188
H 1.585 -2.256 5.507 0.1 0.0 0.0 0.235
H 0.954 3.908 -3.107 0.1 0.0 0.1 0.238
H -0.949 -3.760 -2.290 -0.2 0.0 -0.1 0.245
H -0.807 1.992 -6.616 0.2 0.0 -0.1 0.239
Pb -1.071 0.351 0.651 0.0 0.3 -0.3 1.525
C -2.150 2.613 -2.827 0.5 -0.4 -0.4 -1.073
H -7.036 -1.791 0.648 -0.1 0.0 0.0 0.234
C 0.320 3.019 1.984 0.1 0.3 0.0 0.038
H -1.763 2.497 -1.815 0.1 0.0 0.1 0.211
N -2.875 -2.453 2.079 0.8 -0.9 0.6 -0.512
Cl 7.872 3.585 -4.451 0.0 0.0 -0.1 0.018
C 1.630 0.570 -1.249 0.0 -0.5 1.1 0.821
C 0.324 3.957 -3.991 -0.1 -0.8 0.0 -1.086
H -0.752 -5.854 5.330 0.0 0.0 0.0 0.227
Si -0.970 -1.559 -3.536 -0.6 -0.8 -0.1 1.191
H 1.167 4.917 2.475 -0.1 0.1 -0.1 0.237
H 3.349 -2.237 -3.782 -0.1 -0.1 -0.1 0.245
C 0.032 -1.042 3.344 0.4 0.7 0.3 0.493
N 0.191 1.712 2.244 0.2 -0.5 0.5 -0.615
H -2.183 -4.882 3.547 -0.1 -0.1 0.0 0.236
H -2.365 1.603 -5.916 -0.2 -0.2 0.0 0.237
C -5.634 -0.297 -0.035 0.1 0.1 0.0 -0.259
O 1.334 0.946 -2.424 0.2 0.5 -0.3 -0.782
H -1.655 -1.262 -5.936 -0.1 0.2 -0.1 0.238
C 6.446 3.230 -3.538 -0.2 -0.1 0.1 -0.037
Si 2.477 -0.151 -4.923 0.6 -0.2 -0.7 1.244
H -3.108 -0.273 -3.143 -0.1 0.2 -0.1 0.228
H -3.975 0.953 -0.549 0.0 0.1 -0.1 0.202
H 3.640 0.675 -0.503 -0.1 0.0 0.0 0.221
H 4.883 0.655 -2.056 0.0 -0.1 0.0 0.218
```
Forces are in eV/Å.